one.
DFT (ωB97M-V with the def2-TZVPD basis set) results for a 2-piece molecular cluster, C11H18 overall.

## Properties
LUMO level = 0.94 eV
SMILES = Cc1ccccc1.CC(C)C

```
29
Properties=species:S:1:pos:R:3:nbo_charge:R:1
C 0.40761 2.04234 0.12369 0.01
C -1.46724 -1.60288 -0.82798 -0.62
C 2.63990 1.65898 -0.72112 -0.19
C 2.29524 2.22699 -1.93772 -0.24
C -0.63276 1.79132 1.19688 -0.63
C 1.02961 2.79282 -2.04747 -0.20
C 1.68211 1.50694 0.28512 -0.23
C -1.90052 -2.73518 1.42690 -0.61
C -0.90632 -1.92638 0.57854 -0.21
C 0.48452 -2.55038 0.57811 -0.60
C 0.15012 2.86156 -0.97202 -0.22
H 1.96265 0.92942 1.15535 0.21
H -2.19787 -3.63627 0.87966 0.20
H 3.62697 1.30721 -0.45078 0.21
H -1.40373 2.55983 1.10574 0.21
H -0.90488 -2.09498 -1.62288 0.21
H -2.48280 -1.98890 -0.87193 0.21
H -1.36037 -0.52914 -0.96718 0.22
H -2.86244 -2.24346 1.43533 0.21
H 0.84946 -2.80824 1.57225 0.20
H -1.12457 0.83114 1.10117 0.22
H -0.16240 1.86349 2.15886 0.22
H -0.75417 3.45549 -0.99422 0.21
H 0.44470 -3.42758 -0.07254 0.20
H 1.22014 -1.84066 0.18943 0.21
H 2.86531 2.11687 -2.85050 0.22
H -0.82791 -0.97792 1.10486 0.18
H 0.76161 3.33886 -2.94358 0.21
H -1.43195 -2.92130 2.38805 0.21
```



two.
DFT (ωB97M-V with the def2-TZVPD basis set) results for a 2-piece molecular cluster, C11H18 overall.

## Properties
LUMO level = 0.96 eV
SMILES = Cc1ccccc1.CC(C)C

```
29
Properties=species:S:1:pos:R:3:nbo_charge:R:1
C 0.09307 -2.03084 -0.48519 -0.23
C 0.02827 1.96586 -0.48943 -0.22
C 2.15739 2.20589 0.59694 -0.22
C 0.35302 -3.47148 -0.06155 -0.61
C -0.69834 2.14682 0.68013 0.00
C 1.46461 2.71755 1.70751 -0.22
C 0.61449 -1.96964 -1.93820 -0.60
C 0.07942 2.77282 1.66580 -0.21
C -2.18631 2.02775 0.79789 -0.65
C 1.41137 1.85705 -0.52193 -0.23
C -1.37138 -1.62917 -0.29051 -0.62
H 0.68471 -0.95778 -2.34151 0.20
H -2.61592 2.19814 1.77607 0.23
H 1.40555 -3.66682 0.13971 0.21
H -2.41849 0.95539 0.85821 0.23
H 0.77683 -1.32645 -0.06147 0.21
H -1.70274 -2.15760 0.60305 0.21
H -1.86268 -1.77919 -1.24982 0.21
H 3.20670 2.00949 0.76246 0.21
H 0.01662 -4.21995 -0.78253 0.20
H 1.62842 -2.37561 -1.96504 0.20
H 1.99229 2.83799 2.63986 0.21
H 0.09717 -2.62435 -2.64734 0.20
H -0.49628 1.68716 -1.40208 0.21
H -0.14748 -3.77201 0.86181 0.20
H -0.38728 3.31770 2.48146 0.20
H -2.58280 2.54899 -0.06685 0.23
H -1.49099 -0.59209 0.02634 0.21
H 1.95076 1.32437 -1.29381 0.22
```



three.
DFT (ωB97M-V with the def2-TZVPD basis set) results for a 2-piece molecular cluster, C11H18 overall.

## Properties
LUMO level = 0.94 eV
SMILES = CCc1ccccc1.CCC

```
29
Properties=species:S:1:pos:R:3:nbo_charge:R:1
C 1.77791 -2.12974 0.73477 -0.19
C -0.37853 2.99332 -1.69294 -0.60
C 0.63774 2.34996 -0.82303 -0.42
C -0.40994 -0.49710 0.81605 -0.22
C 1.93110 -0.99930 1.35066 -0.25
C -1.88084 -2.28578 -0.35471 -0.43
C -0.58008 -1.83867 0.14264 -0.02
C 0.45073 -2.69995 0.26749 -0.21
C 2.07570 2.94962 -0.75885 -0.61
C -2.82707 -2.23728 0.83616 -0.59
C 0.80194 -0.11912 1.47966 -0.19
H -2.89342 -1.24637 1.38715 0.19
H 0.98365 0.81836 1.99597 0.22
H 2.75814 2.51321 -1.45546 0.21
H 2.54976 -3.00267 0.61085 0.21
H 0.23308 2.49335 0.13896 0.20
H -0.97581 2.28619 -2.30858 0.20
H -1.96322 -3.35686 -0.63336 0.21
H -2.68898 -2.91737 1.65993 0.21
H 2.57826 2.86343 0.17012 0.21
H 0.54708 -3.71101 -0.24653 0.21
H 2.84504 -0.59887 1.80469 0.22
H 2.23425 4.11224 -0.89318 0.20
H 0.59771 1.28924 -1.18955 0.22
H -3.78692 -2.53171 0.63940 0.21
H -2.27653 -1.73829 -1.09565 0.21
H -1.11116 3.60902 -1.14387 0.20
H 0.14704 3.64757 -2.42145 0.20
H -1.37665 -0.01542 0.98267 0.21
```



four.
DFT (ωB97M-V with the def2-TZVPD basis set) results for a 2-piece molecular cluster, C11H18 overall.

## Properties
LUMO level = 0.96 eV
SMILES = Cc1ccccc1.CC(C)C

```
29
Properties=species:S:1:pos:R:3:nbo_charge:R:1
C 0.82853 -1.99257 0.77504 -0.62
C 0.48911 2.05569 -0.31681 -0.03
C 1.69890 1.46906 -0.64181 -0.20
C -1.59119 -2.27474 0.05179 -0.61
C 0.85144 0.99712 -2.78053 -0.20
C 1.88529 0.85317 -1.85913 -0.23
C -0.33747 1.69139 -2.63352 -0.23
C -0.57347 -1.46054 0.84153 -0.23
C -0.45781 2.23089 -1.34115 -0.20
C -0.95819 -1.67024 2.36361 -0.62
C 0.12169 2.49254 1.08078 -0.63
H 1.08074 -2.98480 1.17214 0.21
H -1.37005 2.68191 -0.91968 0.20
H -1.10620 1.96010 -3.30568 0.23
H 1.01852 0.49966 -3.76740 0.20
H 2.75372 0.34124 -2.25221 0.22
H -0.58416 3.30055 1.04998 0.21
H 1.08193 -2.04943 -0.32067 0.20
H -1.89655 -1.91553 -0.93112 0.22
H 1.56696 -1.45183 1.37527 0.21
H -0.31762 1.66463 1.62173 0.22
H -2.45938 -2.45748 0.78791 0.20
H -1.56574 -2.60482 2.45552 0.21
H 2.52072 1.67925 0.02252 0.21
H -1.13505 -3.22465 -0.22162 0.21
H -0.16583 -1.43243 3.04883 0.21
H -1.77437 -0.95618 2.51277 0.20
H -0.53317 -0.38647 0.49569 0.21
H 0.92874 2.94452 1.63621 0.22
```



Q: What are the energies relative to the best structure? A: one 0.0; two 76.0; three 217.0; four 94.2, in kJ/mol.



one.
DFT (ωB97M-V with the def2-TZVPD basis set) results for C8H14N4O5 as an isolated structure.

## Properties
LUMO level = -0.26 eV

```
31
Properties=species:S:1:pos:R:3:nbo_charge:R:1
O -4.88750 -0.97298 -1.00839 -0.61
O -0.62487 1.62228 0.67884 -0.69
O 1.54494 2.42720 -0.06352 -0.71
O 4.05377 -1.92505 1.36566 -0.62
O 3.45482 1.49656 -0.76064 -0.61
N -5.70388 0.24976 0.80480 -0.83
N -1.86047 -1.30064 -0.83810 -0.83
N 0.30583 -0.27047 -0.20848 -0.60
N 4.82885 -0.41627 -0.32615 -0.89
C 3.85719 -1.22297 0.35499 0.66
C 2.50768 -1.19000 -0.33645 -0.49
C 1.63841 -0.01451 0.19682 -0.15
C -4.58879 -0.33359 0.08197 0.67
C -0.74444 0.47054 0.13229 0.69
C -3.28300 0.01732 0.65327 -0.51
C -2.07562 -0.02396 -0.36843 -0.13
C 2.29464 1.34488 -0.34144 0.83
H -0.04919 -1.37666 -0.41583 0.47
H -2.41634 -1.97244 -0.09994 0.36
H -2.50212 -1.44780 -1.68578 0.41
H 2.64194 -1.14128 -1.44409 0.23
H -5.51162 1.44042 1.39646 0.38
H 4.41306 0.53535 -0.71816 0.44
H -3.13750 -0.78472 1.42322 0.24
H -6.58648 0.39347 0.30608 0.41
H 1.72298 -0.07566 1.27487 0.24
H 5.75975 -0.57823 0.08314 0.39
H 1.85381 -2.02168 -0.20678 0.22
H -2.28178 0.42431 -1.32786 0.25
H 0.47452 2.37727 0.29846 0.53
H -3.33917 0.92066 1.15790 0.25
```



two.
DFT (ωB97M-V with the def2-TZVPD basis set) results for an isolated molecule of C8H14N4O5.

## Properties
LUMO level = 0.42 eV
SMILES = NC(=O)C[C@H](NC(=O)[C@@H](N)CC(N)=O)C(=O)O

```
31
Properties=species:S:1:pos:R:3:nbo_charge:R:1
O -1.69615 1.47631 1.14591 -0.64
O -1.59906 -0.70490 -3.52678 -0.55
O -2.28293 -0.61555 -1.38141 -0.73
O 2.24223 0.18929 -0.25508 -0.63
O 1.19028 -3.94103 -1.01246 -0.61
N -0.85734 -3.15114 -0.63839 -0.83
N -0.00412 -0.29761 -0.35402 -0.65
N 2.25864 0.55372 2.42258 -0.82
N -1.46118 3.68536 1.59128 -0.83
C 0.94651 0.65992 1.69236 -0.13
C 0.79395 -1.82276 -2.04838 -0.50
C 0.38197 -3.06903 -1.14870 0.69
C -0.96088 2.39450 1.46986 0.69
C 0.05529 -0.53217 -1.77655 -0.18
C 0.48095 2.17498 1.76144 -0.52
C -1.31370 -0.58199 -2.38293 0.80
C 1.13178 0.16906 0.25349 0.67
H 0.23005 0.04480 2.24831 0.22
H 2.98499 1.05828 1.83399 0.37
H 0.71345 2.49697 2.75497 0.25
H 1.90155 -1.73861 -1.92380 0.27
H 0.57007 -2.13106 -3.06202 0.24
H -0.91009 -0.03576 -0.02623 0.45
H -1.50707 -2.40038 -0.56412 0.40
H -2.44671 3.85184 1.47463 0.41
H -3.13852 -0.85864 -1.82818 0.51
H 0.56124 0.34247 -2.23851 0.25
H 2.51977 -0.43694 2.39055 0.37
H -0.89229 4.40396 2.03007 0.39
H 1.13310 2.75511 1.14923 0.24
H -1.02578 -3.93900 -0.05110 0.40
```



Q: What are the energies relative to the best structure? A: one 446.5; two 0.0, in kJ/mol.